Here is a structure of composition C33H72N2O8Si2 from the Open Molecules 2025 dataset. Energies are from the ωB97M-V functional and the def2-TZVPD basis.

orbital gap	9.62	eV
maximum force	0.0134	hartree/bohr
molar mass	681.12	g mol⁻¹
energy	-2591.03073	Eh

```
117
Properties=species:S:1:pos:R:3:forces:R:3
H -1.118081 0.497706 2.462653 -0.11 0.11 -0.14
Si -2.294250 0.261475 -2.229940 0.17 0.13 -0.04
H 0.672231 -2.858817 -0.194638 -0.11 -0.17 -0.09
H -6.649374 2.370830 1.897510 0.00 0.00 0.00
C 4.216932 -2.147189 2.803984 -0.03 0.00 -0.03
H 3.124905 0.361868 -1.307558 0.09 0.06 0.01
H -0.852212 2.283810 -0.635140 0.03 0.08 -0.19
Si -1.586264 -2.036330 -0.484798 0.13 -0.07 0.02
H 0.600962 0.670566 0.123937 0.23 0.08 -0.08
C -0.236755 -3.299849 -0.636433 0.23 -0.14 0.10
H 3.435347 -2.575828 0.837514 0.01 0.00 -0.01
H 7.211724 -2.252842 7.021519 0.00 0.00 0.00
C 3.504503 6.290721 -3.513034 -0.02 0.00 0.00
H -3.935575 -3.598396 -4.870344 0.16 0.10 0.18
O -2.000264 -3.124757 -4.626063 -0.25 -0.21 -0.26
H 1.947388 -4.328003 1.690832 0.04 0.00 0.01
O 4.724707 -3.420058 3.209686 0.04 -0.02 0.01
H 2.279339 0.107731 -8.099184 -0.01 0.00 -0.01
H -1.562194 0.955885 0.821563 -0.17 -0.11 0.17
H 1.285607 5.401775 -5.053271 0.01 0.00 0.00
C -7.216594 4.424234 4.432816 0.00 -0.02 -0.01
C 5.847757 -3.838153 6.351957 0.01 -0.02 0.09
H -2.893261 -2.562617 -0.951896 -0.05 0.02 -0.06
O -1.710418 -1.718270 1.113129 0.08 0.18 0.01
H 4.200902 6.933366 -2.976885 -0.01 0.01 0.00
H 1.857212 1.913014 0.224179 -0.19 -0.09 -0.08
H -7.396036 5.433432 4.057119 0.01 0.00 -0.01
H -7.619978 4.358687 5.442062 -0.01 -0.01 0.00
H 5.950812 -5.294985 9.327660 0.00 0.00 0.00
C -2.989228 1.782552 3.874007 -0.03 -0.27 0.16
H 3.871534 -1.598830 3.688587 0.00 0.00 -0.01
H -3.454035 0.562071 -1.344229 0.00 -0.12 0.07
H 2.331031 -1.630160 1.833813 0.00 0.01 -0.02
H 2.289802 -0.021574 -5.353853 0.00 0.00 0.00
H 7.197730 -5.621736 8.110319 0.00 0.00 0.00
H -0.343011 3.488068 -1.807425 0.02 -0.17 0.03
H 3.767565 4.224150 -2.816348 0.00 0.00 0.00
O -1.225903 -0.706430 -1.379437 -0.35 -0.14 -0.05
C 2.525872 -3.752530 2.411742 -0.01 0.03 0.03
H -5.087708 4.952923 4.554779 0.00 0.00 0.00
H -4.388114 -1.772198 -2.799287 0.07 0.06 -0.19
H -0.167077 0.109784 -8.282678 0.00 0.00 0.01
C -1.974003 0.626002 1.784386 0.03 -0.26 0.09
H 2.255355 -1.460992 -7.285412 0.00 0.00 0.01
C -5.731018 4.090751 4.374872 -0.04 0.02 -0.01
H 0.223361 5.894601 -3.721961 0.00 0.00 0.00
H -8.774639 3.659461 3.071871 -0.01 0.01 0.01
C 1.713023 -0.522366 -7.414844 -0.02 0.00 0.00
H -3.974734 1.413688 1.979369 0.22 0.21 -0.01
C 0.280026 -0.798715 -7.873629 0.08 0.04 0.07
C -1.438387 1.843990 -2.690995 0.16 0.18 -0.29
H 5.229342 -5.916760 6.747549 0.00 0.00 -0.01
C -0.387856 -1.180286 -6.559916 -0.01 0.05 -0.09
H -2.702741 2.636542 1.910601 -0.22 -0.20 0.08
H -6.891861 4.105729 1.626663 0.00 0.00 0.01
H -0.891319 1.651178 -3.629564 -0.14 0.10 0.14
H -3.492213 -0.656728 0.924608 0.10 0.04 0.03
H -2.215765 2.584413 -2.943835 0.11 -0.20 0.10
H 4.334780 -4.686683 7.648401 0.00 0.01 0.01
H 0.923495 0.937220 -2.491716 -0.08 0.09 0.10
C 2.151226 6.945949 -3.789719 0.01 -0.02 0.00
C -2.871893 -0.549105 -3.800849 -0.19 0.11 -0.13
C 3.812954 -4.452481 2.825726 -0.02 0.01 0.01
H 5.583790 -2.168386 7.718351 0.00 0.00 -0.01
H -3.365959 -3.759033 -3.208249 0.03 0.15 -0.11
C -0.451730 2.408195 -1.653520 0.04 0.06 0.16
C -7.797692 3.388940 3.469338 0.02 0.02 0.01
O 0.284517 -0.432816 -5.538537 -0.06 -0.02 0.09
H -2.847885 2.816645 4.199574 -0.04 -0.14 -0.05
C 1.442119 1.124045 -0.419241 -0.13 0.05 0.04
H 1.817848 7.508805 -2.915693 0.00 -0.01 0.01
H 5.099595 -3.408332 5.690376 0.00 -0.01 -0.03
C -6.720953 3.341064 2.392009 -0.02 -0.02 0.03
H 2.045180 -0.765839 -0.887515 -0.03 -0.06 -0.09
C 1.479425 0.145928 -6.064488 0.01 -0.01 -0.04
C 6.354134 -4.971120 8.366992 -0.02 0.00 -0.03
H 0.004050 -3.493220 -1.691365 -0.06 -0.01 0.15
C -3.318920 -3.117669 -4.101500 -0.10 -0.10 0.11
C 3.090027 5.071123 -2.699302 0.01 0.03 -0.02
H 3.019018 5.312039 -1.633056 0.00 0.00 0.00
C -2.627241 -0.738879 1.601117 -0.19 -0.06 0.29
H -3.304999 0.289073 -4.373547 0.13 -0.16 0.10
H 4.240997 -5.017711 1.991133 0.00 0.00 -0.01
H 3.974239 5.982256 -4.449043 0.00 -0.01 0.00
C 3.062965 -2.435944 1.854012 -0.04 0.01 0.02
H -1.448115 -0.929271 -6.526221 -0.01 -0.03 -0.03
O 1.800335 4.693087 -3.182907 -0.03 -0.04 0.00
H -0.004484 -6.310676 0.719901 -0.07 -0.02 0.00
H -5.471837 3.310547 5.098997 -0.01 0.00 0.00
C -2.966306 1.661627 2.341163 0.17 0.16 -0.23
C -3.891703 -1.710105 -3.778192 -0.18 0.03 -0.02
H -3.011373 -1.118565 2.559610 0.08 0.16 -0.16
H -1.545134 -4.748120 0.465917 0.07 0.00 -0.09
H 1.898842 -3.560848 3.286461 0.01 0.00 0.01
H 6.662686 -4.209725 5.728181 0.01 0.00 0.00
H -1.962341 -0.810266 -4.353211 -0.15 0.07 -0.03
C 0.933454 1.734079 -1.736158 0.15 0.02 0.14
C -0.530189 -4.612490 0.066870 0.37 -0.23 0.08
H 2.156936 7.617709 -4.646638 0.01 0.00 -0.01
O -5.485262 3.606865 3.054409 0.05 0.01 -0.02
H 3.684079 -5.131507 3.670948 0.00 -0.01 0.00
H 1.336975 1.226425 -6.177059 0.00 0.00 0.00
C 6.374296 -2.849943 7.384280 -0.02 -0.01 -0.02
H 1.657293 2.486187 -2.069405 -0.04 -0.20 -0.12
N 2.475633 0.095947 -0.577123 -0.08 0.04 0.06
H -2.193183 1.177206 4.327891 -0.13 0.14 -0.06
H -7.885878 2.419429 3.963700 0.01 0.00 0.00
C 1.262776 5.727177 -4.007627 0.02 0.03 0.02
O 6.818727 -3.628496 8.497726 0.03 0.01 0.03
H -0.288485 -2.247442 -6.349410 0.01 -0.01 -0.03
H -3.940919 1.435557 4.292402 0.18 0.07 -0.05
H -4.687540 -1.479961 -4.499779 0.21 -0.11 0.15
H -1.415812 -2.686915 -4.008094 0.22 0.11 0.23
H 0.203574 -1.584892 -8.622887 0.02 -0.01 0.00
H 5.025493 -1.580153 2.341849 0.00 0.00 0.00
C 5.316375 -4.954708 7.251091 0.00 0.01 -0.01
N 0.363898 -5.507431 0.214939 -0.36 0.55 -0.18
```
Forces are in eV/Å.


Here is a cluster of 10 separate species, C33H73N7O13 in total in a non-equilibrium geometry from the Open Molecules 2025 dataset. Energies are from the ωB97M-V functional and the def2-TZVPD basis.

<S²>	0.760
orbital gap (spin up / spin down)	6.86 / 1.34	eV
total charge	+1
maximum force	0.1549	hartree/bohr
2S+1	2
molar mass	775.98	g mol⁻¹
energy	-2662.11588	Eh

```
126
Properties=species:S:1:pos:R:3:forces:R:3
H 17.245210 -2.773730 15.727280 -0.36 0.14 0.12
O 19.881350 1.773370 23.016820 6.01 0.13 -2.29
H 14.194590 0.433890 17.031580 0.11 0.90 -0.14
H 19.235140 0.051960 21.242460 0.16 0.29 0.54
O 17.452520 3.906040 18.494340 0.55 2.39 1.15
C 23.272780 -2.831930 15.668820 -0.35 0.18 -0.82
H 19.212410 -1.002850 13.674600 0.59 -0.36 -0.81
C 19.364040 -1.007070 17.836520 -0.55 -1.82 -1.31
H 16.208570 -7.823700 19.446780 0.22 -0.09 -0.03
H 12.943350 -3.984670 13.729990 0.22 0.17 0.07
N 17.397770 -6.386550 13.634050 0.91 -0.62 -2.93
H 20.527970 -3.088250 16.360180 0.07 0.46 0.21
H 17.508480 6.633450 17.560390 0.03 -0.18 0.03
H 19.350520 0.661620 13.827630 0.22 0.45 -0.03
H 18.169190 2.126290 23.996610 0.59 1.04 0.29
O 10.605260 2.887330 14.790990 2.22 0.50 1.19
H 22.397860 -1.549700 17.841930 -0.12 -0.06 -0.15
C 19.974220 -0.223860 13.705090 -0.55 0.77 0.65
H 17.742610 0.620510 20.662270 -0.43 0.48 -0.22
H 14.900840 3.036870 18.068230 -0.41 0.08 0.27
C 15.204210 3.001160 19.114550 1.04 0.75 0.40
C 15.604710 -2.215280 12.460010 -0.21 -0.62 -0.38
C 21.579890 1.608520 19.434580 -0.30 -0.64 -1.96
C 16.616760 0.417570 23.334990 -1.21 1.59 1.71
H 15.636320 -7.299430 17.901590 0.21 0.14 -0.18
C 11.500820 3.217490 15.566960 -1.95 -0.22 0.33
H 13.064790 -0.625610 17.501870 -0.93 -0.17 -0.35
H 20.382530 3.821760 20.390310 0.70 0.15 0.59
C 23.913740 -0.628470 15.068040 0.41 1.43 0.87
H 19.050630 5.915080 18.074160 0.34 0.45 -0.92
C 20.981530 2.970990 17.396620 1.79 -1.72 -1.71
C 20.110520 -7.828720 16.382340 0.07 1.56 1.57
H 17.722060 -8.427400 13.626410 -0.52 -0.44 0.09
H 19.690310 -6.935560 15.919970 -0.72 -0.28 -0.32
C 16.051670 -8.162070 18.422580 0.75 0.45 -0.50
H 17.183320 -5.155480 11.880290 0.05 -0.43 -0.22
O 19.627400 -1.777320 11.437210 3.14 2.11 0.43
C 17.431440 -8.597430 17.792280 -0.58 -0.90 1.53
C 12.217860 1.000740 16.146080 0.58 -0.66 1.08
H 14.777470 2.149740 19.644700 -0.11 -0.10 -0.27
O 21.436980 2.154950 16.570140 -1.29 1.11 1.39
C 20.553050 -0.905360 11.476990 -3.59 -0.85 -0.67
H 14.634240 -4.219050 14.278660 0.04 0.80 0.49
N 14.250910 -2.553780 12.935870 1.23 -0.48 0.00
N 23.512140 -1.599050 16.056730 -0.15 2.27 0.41
H 16.971390 1.972230 18.607520 0.27 0.02 -0.29
H 19.519790 -3.735190 17.620360 -0.04 -0.39 -0.05
H 20.186140 -8.640210 18.391970 0.25 0.08 0.15
H 20.859850 4.937130 19.141820 -0.33 -0.27 -0.58
H 15.780590 -1.144040 12.558040 0.16 -0.16 0.28
C 13.994790 -3.902670 13.454570 -0.15 -0.54 -0.24
H 21.273600 1.390950 20.457790 -0.27 1.29 0.21
C 18.777410 1.646380 23.214330 -6.30 1.32 4.68
O 16.700850 -0.992380 16.679560 0.72 -1.27 -0.48
H 19.757460 -8.776420 15.975740 0.42 0.27 -0.21
O 18.396730 -7.725660 18.149400 -2.44 0.67 0.15
C 18.174200 0.061160 21.492300 0.68 -0.36 -0.82
C 17.479090 -1.923410 16.386410 -1.74 2.00 0.30
C 16.721420 2.878020 19.159930 -0.38 -1.44 -0.35
H 16.358510 -2.833640 12.947360 -0.06 0.40 0.68
C 13.134150 0.440060 17.283650 -0.35 -0.39 -0.34
C 19.783050 -7.757380 17.895750 -0.04 -0.96 -0.93
H 21.160990 -7.548920 16.302910 0.35 -1.00 -0.24
H 21.006230 -0.512680 10.553610 0.45 -0.68 -0.01
H 11.281100 5.264660 15.466390 -0.27 0.38 0.54
N 18.727900 -1.974320 16.815330 2.64 -0.37 0.41
H 21.065940 1.946730 12.064910 -0.31 0.11 0.05
C 16.974450 -6.129570 14.876970 -0.04 -2.44 -2.07
C 17.242440 -7.709550 12.961010 0.97 0.30 1.30
H 15.253670 -8.904530 18.429060 0.59 -0.40 -0.27
H 16.348980 1.142390 24.103770 0.85 0.18 0.53
H 11.531610 4.666030 17.182410 -0.44 -0.16 -0.23
O 12.415910 -1.749140 14.007300 1.79 1.19 -1.23
H 17.862460 -7.782230 12.067480 -0.25 0.48 -0.09
C 13.465480 -1.544480 13.363460 -1.72 -1.32 1.51
H 23.390730 -2.902320 14.576420 0.06 -0.60 -0.06
O 22.894100 -3.694930 16.407590 -0.47 -1.77 0.85
N 20.823570 -0.078460 12.518230 -0.64 -2.24 0.68
H 19.566610 -1.701750 18.651680 0.04 0.47 0.62
H 18.878420 -5.585360 12.330540 -0.16 -0.06 -0.11
O 17.619020 -9.665590 17.265510 0.10 0.68 -0.34
H 16.729720 -7.011080 15.489550 0.10 -0.12 -0.01
H 22.369690 0.981940 11.497030 -0.41 -0.74 -0.43
C 11.795350 4.568800 16.129280 -0.23 1.75 -1.40
H 14.982180 3.896240 19.695620 -0.57 0.11 -0.36
H 14.206470 -4.720470 12.765730 -0.10 0.43 -0.85
H 23.347440 0.302280 15.101260 -0.81 -0.21 0.13
H 24.097550 -1.683460 18.089020 0.19 -0.08 -0.10
H 19.204980 -4.000110 15.876630 -1.12 0.53 0.09
C 19.489010 -3.270410 16.634900 0.83 1.13 0.74
O 16.804490 -5.010890 15.201530 -0.46 3.82 2.59
H 17.043240 2.661600 20.178600 0.34 0.76 0.32
H 12.619700 0.667390 15.189260 -0.23 0.33 -0.12
H 20.488600 -0.359140 14.656510 0.56 0.08 -0.21
H 22.662050 1.486350 19.388640 0.07 0.26 -0.03
H 15.716260 0.613090 22.752770 0.33 -0.78 -1.17
H 21.144030 0.755980 18.913710 0.28 -0.01 -0.39
H 17.946290 -4.318760 13.144800 0.15 -0.37 0.51
H 16.594410 -0.546120 23.843810 0.23 -0.37 -0.51
H 18.774560 -0.129470 18.101920 -0.55 -0.51 -0.17
O 17.102470 5.430150 20.273490 1.14 -2.67 -2.48
H 15.800260 -2.459000 11.415760 -0.60 0.01 -0.32
H 23.847520 -0.995970 14.044000 0.47 -0.19 0.27
H 23.411400 -0.126960 17.668760 0.07 0.03 -0.79
H 24.873860 -0.248370 15.417020 0.66 -0.27 -0.89
O 12.257150 2.433650 16.315540 1.06 -1.72 -0.41
H 13.919840 -0.573350 13.113140 -0.55 0.22 0.07
H 16.206200 -7.965190 12.739760 0.09 0.06 0.03
C 18.107730 6.337500 18.421440 1.65 -1.39 -1.47
H 12.930520 0.940630 18.230260 0.13 0.24 -0.10
H 12.842890 4.866410 16.082500 0.17 -0.48 -0.15
C 17.564200 5.144030 19.140160 -3.15 1.59 3.43
H 17.802670 -0.950200 21.327380 -0.45 0.02 0.76
C 21.112080 3.978820 19.595840 0.12 0.67 -0.47
H 22.179650 4.097820 19.780810 -0.16 0.23 1.42
H 20.045560 -6.840730 18.423900 0.84 -0.13 -0.42
H 20.541610 3.932020 17.088240 -0.05 -0.10 0.08
C 17.889090 -5.310580 12.696340 -0.71 -0.20 0.93
H 22.334210 1.390780 13.085870 -0.47 -0.60 0.85
C 23.354580 -1.194990 17.458560 -0.01 -0.71 0.25
H 11.166380 0.721390 16.212900 0.17 -0.36 0.07
N 21.093280 2.835000 18.728160 -0.54 -1.02 1.56
C 21.646370 1.056990 12.308980 0.96 1.91 -0.37
H 20.323230 -0.611080 17.502960 -0.03 -0.30 -0.52
H 18.408290 7.205500 19.008240 -0.73 -0.45 0.49
N 17.861410 0.732540 22.724170 -0.52 -3.55 -3.64
```
Forces are in eV/Å.